# 1
This record from the OMol25 dataset describes 2 unconnected molecules or ions with the total composition C3H10N2 at a distorted geometry. The level of theory is the ωB97M-V functional and the def2-TZVPD basis.

Geometry as XYZ:
```
15
Properties=species:S:1:pos:R:3
C -3.518 0.260 -0.460
N -2.594 1.038 -0.013
H -3.240 -0.413 -1.264
H -4.305 0.033 0.250
H -2.489 0.916 0.995
C 1.781 -1.383 0.120
C 1.822 0.090 -0.364
N 1.430 0.991 0.712
H 2.714 -1.578 0.616
H 1.521 -1.975 -0.759
H 1.004 -1.440 0.871
H 1.242 0.152 -1.303
H 2.796 0.445 -0.627
H 0.424 0.932 0.907
H 1.413 1.931 0.318
```

Properties
- Orbital gap: 9.91 eV
- ΔE to the lowest compared entry with this formula, charge and spin: 229.9 kJ/mol
- Energy: -229.7217 Ha
- SMILES: C=N.CCN
- HOMO level: -0.3425 hartree
- 2S+1: 1
- E_LUMO: 0.593 eV

***

# 2
This record from the OMol25 dataset describes 2 unconnected molecules or ions with the total composition C3H10N2 at a distorted geometry. The level of theory is the ωB97M-V functional and the def2-TZVPD basis.

Geometry as XYZ:
```
15
Properties=species:S:1:pos:R:3
C 2.696 -0.679 0.941
C 1.393 -0.971 0.942
N 0.335 -0.964 0.033
H 3.095 -0.252 0.018
H 3.164 -0.616 1.917
H 0.966 -1.191 1.941
H 0.341 -0.166 -0.573
H -0.598 -1.099 0.366
C -1.856 0.627 -1.394
N -1.897 1.537 -0.179
H -2.696 0.898 -2.026
H -0.856 0.629 -1.826
H -2.070 -0.321 -0.902
H -2.747 2.092 -0.219
H -1.186 2.261 -0.206
```

Properties
- Orbital gap: 9.24 eV
- ΔE to the lowest compared entry with this formula, charge and spin: 163.8 kJ/mol
- Energy: -229.7469 Ha
- SMILES: C=CN.CN
- HOMO level: -0.3076 hartree
- 2S+1: 1
- E_LUMO: 0.872 eV

***

# 3
This record from the OMol25 dataset describes 2 unconnected molecules or ions with the total composition C3H10N2 at a distorted geometry. The level of theory is the ωB97M-V functional and the def2-TZVPD basis.

Geometry as XYZ:
```
15
Properties=species:S:1:pos:R:3
C -2.934 -0.959 -5.007
C -3.878 -0.310 -4.347
H -2.057 -0.436 -5.546
H -3.032 -2.076 -5.012
H -3.346 0.505 -3.806
H -4.875 -0.569 -4.076
N 3.132 0.819 2.388
C 1.710 0.908 2.937
N 1.245 -0.502 3.251
H 3.699 -0.042 2.393
H 3.659 1.723 2.775
H 1.116 1.174 2.066
H 1.691 1.552 3.882
H 1.803 -0.826 3.979
H 1.309 -1.063 2.379
```

Properties
- Orbital gap: 10.08 eV
- ΔE to the lowest compared entry with this formula, charge and spin: 301.2 kJ/mol
- Energy: -229.6945 Ha
- SMILES: C=C.NCN
- HOMO level: -0.3264 hartree
- 2S+1: 1
- E_LUMO: 1.204 eV